Record 1
A structure of composition HNO2S, computed with ωB97M-V/def2-TZVPD.

Properties
F_max = 0.046 hartree/bohr
E_tot = -603.878440 Eh
ΔE to the lowest compared entry with this formula, charge and spin = 51.5 kcal/mol
spin multiplicity = 1
gap between HOMO and LUMO (alpha / beta) = 7.230 / 7.231 eV

CARTESIAN COORDINATES (ANGSTROEM)
N1 1.344327 0.115058 0.612257
O1 2.240785 0.267031 -0.071517
O2 -0.101232 0.315382 -0.473248
S1 -1.267718 -0.726169 -0.403183
H1 -2.216163 0.028698 0.335690

Force components x, y, z for each atom (eV/Å):
0.52 0.10 -2.12
-1.82 -0.15 1.47
2.17 0.82 0.14
-1.71 0.12 1.15
0.84 -0.89 -0.64

=====

Record 2
A structure of composition C24H17N4Zr, computed with ωB97M-V/def2-TZVPD.

Properties
F_max = 0.046 hartree/bohr
E_tot = -1190.696302 Eh
ΔE to the lowest compared entry with this formula, charge and spin = 0.0 kcal/mol
total charge = +1
spin multiplicity = 1
gap between HOMO and LUMO = 6.717 eV

CARTESIAN COORDINATES (ANGSTROEM)
Zr1 -0.754976 -0.448365 0.811268
C1 -2.061920 -4.612755 -0.141444
C2 -2.134583 -3.278835 0.250383
N1 -1.265175 -2.364980 -0.144359
C3 -0.216337 -2.727972 -0.967172
C4 -0.092750 -4.050949 -1.418884
C5 -1.044130 -4.989422 -0.973307
C6 0.961916 -4.394926 -2.297158
C7 1.841432 -3.432338 -2.681438
C8 1.725271 -2.100474 -2.219678
C9 0.714317 -1.718279 -1.377578
N2 0.448286 -0.447644 -0.863158
C10 0.712002 0.811941 -1.408346
C11 1.724493 1.172198 -2.259058
C12 1.817784 2.478232 -2.795920
C13 0.911731 3.439581 -2.481700
C14 -0.121391 3.133582 -1.563134
C15 -1.095981 4.077477 -1.180422
C16 -2.070681 3.745623 -0.284128
C17 -2.051476 2.464205 0.266492
N3 -1.160221 1.549971 -0.065304
C18 -0.191404 1.850787 -0.998904
H1 -2.798886 -5.317382 0.214514
H2 -2.928648 -2.947579 0.908082
H3 -0.958582 -6.017792 -1.304538
H4 1.053188 -5.414971 -2.648040
H5 2.656356 -3.681817 -3.348678
H6 2.471504 -1.389454 -2.529156
H7 2.467198 0.451022 -2.552468
H8 2.627520 2.701942 -3.478908
H9 0.970808 4.432237 -2.908650
H10 -1.060802 5.070593 -1.613064
H11 -2.830734 4.449774 0.020957
H12 -2.774507 2.189910 1.025522
N4 0.296192 -1.147907 2.230134
C19 0.400537 0.027158 2.950884
C20 -0.067230 0.166832 4.282864
C21 -0.094737 1.396444 4.892884
C22 0.323873 2.555136 4.215088
C23 0.794074 2.447882 2.931408
C24 0.836186 1.196360 2.296280
H13 -0.384597 -0.727021 4.804952
H14 -0.438216 1.473366 5.917936
H15 0.304268 3.515811 4.712118
H16 1.167036 3.324214 2.414426
H17 1.371974 1.088597 1.358398

Force components x, y, z for each atom (eV/Å):
0.53 -0.66 2.24
-0.03 -0.11 0.00
0.03 0.11 -0.02
0.08 -0.64 -0.55
-0.30 0.05 0.01
0.07 -0.17 0.00
-0.01 -0.13 -0.05
-0.05 -0.07 0.02
0.07 0.14 -0.02
0.20 -0.13 -0.12
-0.02 0.35 -0.04
0.04 0.02 -0.45
-0.07 -0.21 0.10
0.15 0.02 -0.26
0.10 -0.17 -0.01
-0.08 0.10 0.03
0.14 0.17 -0.01
0.01 0.13 -0.08
-0.06 0.07 0.04
0.05 -0.01 0.10
0.01 0.82 -0.56
-0.29 -0.08 -0.03
0.00 0.00 -0.01
-0.04 0.02 0.04
0.01 0.02 0.01
-0.01 0.03 0.03
-0.01 0.03 0.02
0.01 -0.05 -0.03
0.03 0.05 -0.02
-0.02 -0.04 0.03
-0.02 -0.02 0.02
0.01 -0.03 0.01
0.01 -0.01 0.00
-0.05 -0.02 0.03
-0.42 0.53 -0.37
-0.05 -0.21 0.01
-0.15 -0.06 0.06
0.01 0.02 0.02
-0.06 -0.05 0.11
0.03 0.01 -0.18
0.09 0.17 0.09
0.00 0.02 0.02
0.01 0.00 -0.04
-0.01 -0.03 0.01
-0.01 -0.03 -0.02
0.06 0.03 -0.14

=====

Record 3
A cluster of 2 separate species, C2H6N2O2 in total, computed with ωB97M-V/def2-TZVPD.

Properties
F_max = 0.048 hartree/bohr
E_tot = -339.744015 Eh
ΔE to the lowest compared entry with this formula, charge and spin = 55.6 kcal/mol
spin multiplicity = 1
gap between HOMO and LUMO = 7.445 eV

CARTESIAN COORDINATES (ANGSTROEM)
N1 0.836131 -1.500448 0.286945
C1 -0.463984 -1.839832 0.246469
N2 -1.520355 -1.049108 0.378115
H1 1.264630 -1.905920 1.118434
H2 1.001143 -0.480933 0.318836
H3 -0.600999 -2.864917 -0.108484
H4 -1.985384 -1.025397 -0.552626
H5 -1.295178 -0.034636 0.493244
O1 -0.573039 1.153985 -0.922251
C2 0.543546 1.622326 -0.573235
O2 0.968189 1.528516 0.614207
H6 1.238775 2.162824 -1.212788

Force components x, y, z for each atom (eV/Å):
-0.83 0.96 1.75
0.35 -0.09 -1.01
0.93 0.89 -2.02
0.82 -0.65 -0.65
-0.22 0.39 0.33
-0.51 0.01 0.56
-0.87 -0.59 0.96
0.52 -0.20 0.05
0.46 0.13 -0.87
-0.78 -0.44 2.30
0.33 -0.56 -0.41
-0.20 0.17 -1.00

=====

Record 4
A structure of composition C3H4ClNO, computed with ωB97M-V/def2-TZVPD.

Properties
F_max = 0.110 hartree/bohr
E_tot = -706.778509 Eh
ΔE to the lowest compared entry with this formula, charge and spin = 77.3 kcal/mol
spin multiplicity = 1
gap between HOMO and LUMO = 9.044 eV

CARTESIAN COORDINATES (ANGSTROEM)
C1 -0.363497 1.272157 0.002298
C2 0.860050 0.430113 -0.233678
C3 0.228034 -0.896659 0.259428
N1 -1.096141 -0.357548 0.528360
O1 -0.915792 2.238486 0.246485
Cl1 -2.462587 -0.857862 -0.426238
H1 1.218615 0.238749 -1.279227
H2 1.624088 0.806606 0.349812
H3 0.393299 -1.607002 -0.620780
H4 0.513935 -1.267044 1.173543

Force components x, y, z for each atom (eV/Å):
-1.76 -5.25 1.09
-0.31 -1.23 -1.25
-0.39 0.44 -3.86
-0.42 2.86 -0.93
0.02 2.17 -0.35
0.60 -0.13 0.06
-0.53 0.98 0.80
2.00 0.91 1.07
-0.72 0.35 1.53
1.51 -1.10 1.84

=====

Record 5
A structure of composition C2BrClFIO, computed with ωB97M-V/def2-TZVPD.

Properties
F_max = 0.028 hartree/bohr
E_tot = -3583.196713 Eh
ΔE to the lowest compared entry with this formula, charge and spin = 3.2 kcal/mol
spin multiplicity = 1
gap between HOMO and LUMO = 9.101 eV

CARTESIAN COORDINATES (ANGSTROEM)
C1 0.859990 0.157992 0.367777
C2 -0.558774 -0.054950 -0.162480
O1 1.677381 0.938934 0.015059
F1 -1.305495 -0.964479 0.513952
Cl1 1.118984 -1.008361 1.694782
Br1 -1.484480 1.626701 -0.129204
I1 -0.307605 -0.695836 -2.299886

Force components x, y, z for each atom (eV/Å):
0.45 -0.43 0.78
-0.55 -0.01 -1.35
-0.92 -0.61 0.11
0.74 0.54 -0.59
0.44 0.33 -0.18
-0.02 0.07 0.10
-0.14 0.11 1.13

=====

Record 6
A structure of composition C32H32BrEuF6N7OSSb, computed with ωB97M-V/def2-TZVPD.

Properties
<S²> = 12.030
F_max = 0.062 hartree/bohr
E_tot = -6219.262021 Eh
ΔE to the lowest compared entry with this formula, charge and spin = 120.7 kcal/mol
total charge = -2
spin multiplicity = 7
gap between HOMO and LUMO (alpha / beta) = 4.113 / 5.667 eV

CARTESIAN COORDINATES (ANGSTROEM)
Eu1 -0.109715 -0.498028 0.318827
N1 2.521893 -3.460632 -2.045720
C1 1.652866 -2.424702 -1.807708
S1 -0.018341 -2.792603 -1.524536
N2 2.213366 -1.250307 -1.828246
N3 1.427942 -0.182571 -1.479278
C2 1.817650 1.023831 -1.938798
C3 3.023232 1.122330 -2.861065
C4 4.066362 2.105701 -2.580209
C5 5.238297 2.191250 -3.350594
C6 5.451050 1.319244 -4.414569
C7 4.485874 0.365568 -4.689716
C8 3.290535 0.303331 -3.982373
C9 1.088051 2.105389 -1.522569
C10 1.256132 3.445706 -2.090450
C11 0.532320 4.503150 -1.593226
C12 -0.338700 4.282895 -0.561645
C13 -0.481293 2.960582 -0.057634
N4 0.113898 1.881005 -0.576194
H1 2.271096 -4.387207 -1.719095
H2 3.486800 -3.299113 -1.875103
H3 3.963676 2.737765 -1.702077
H4 5.972555 2.963045 -3.168295
H5 6.293105 1.321964 -5.088156
H6 4.689455 -0.330859 -5.525994
H7 2.571962 -0.432974 -4.222543
H8 1.774730 3.617132 -3.018282
H9 0.670437 5.480384 -2.050071
H10 -0.927521 5.065400 -0.145236
H11 -1.211676 2.860970 0.721959
O1 -1.991436 -1.357193 1.201940
C14 -3.107324 -1.907092 0.874098
C15 -3.739986 -2.893652 1.722176
C16 -4.847174 -3.577146 1.277155
C17 -5.498129 -3.266735 0.062270
C18 -4.874667 -2.373953 -0.795603
C19 -3.668920 -1.732638 -0.421595
C20 -2.935752 -1.030995 -1.484763
N5 -2.034340 -0.078010 -1.374266
C21 -1.537817 0.117695 -2.687332
C22 -2.086216 -0.775201 -3.543742
N6 -2.988946 -1.518926 -2.779323
H12 -3.243728 -3.204704 2.642119
H13 -5.182695 -4.376929 1.915759
H14 -6.512204 -3.598411 -0.101510
H15 -5.362542 -2.171722 -1.756640
H16 -0.780963 0.862551 -2.868072
H17 -1.867700 -0.887508 -4.591476
H18 -3.291881 -2.465466 -2.979900
C23 2.669902 1.186094 1.209249
C24 1.944368 1.398846 2.578479
C25 2.848861 0.682407 3.599945
C26 1.772949 2.876103 2.922278
C27 0.593314 0.739398 2.435052
H19 3.716337 1.472566 1.219105
H20 2.213279 1.706889 0.371213
H21 2.671517 0.123895 0.963250
H22 3.797192 1.202935 3.681910
H23 2.946227 -0.374150 3.344652
H24 2.342287 0.829031 4.557454
H25 2.659518 3.469228 2.978213
H26 1.117550 2.993629 3.770519
H27 1.240093 3.356672 2.077333
H28 0.181731 0.541319 3.433391
Br1 -7.068333 0.340081 0.869658
C28 -5.342499 0.531535 1.699566
C29 -5.083111 -0.068633 2.892387
C30 -3.837845 0.204190 3.492261
C31 -2.930861 1.026488 2.844575
N7 -3.191901 1.589638 1.644412
C32 -4.389537 1.320538 1.088732
H29 -5.757278 -0.778371 3.324408
H30 -3.620094 -0.283133 4.479826
H31 -1.945333 1.208721 3.241470
H32 -4.606701 1.707789 0.086681
F1 1.273853 -2.117816 1.592604
Sb1 1.948829 -3.657444 2.454377
F2 0.709342 -4.741329 1.571845
F3 0.749678 -3.130940 3.881366
F4 2.545950 -5.076693 3.576444
F5 3.382262 -2.611913 3.125707
F6 3.214851 -4.029206 1.058908

Force components x, y, z for each atom (eV/Å):
-0.11 0.49 0.61
-0.24 -1.50 -0.45
0.13 0.52 0.39
-0.05 -0.19 0.18
0.31 0.00 0.03
0.03 0.05 -0.49
1.71 -2.17 -1.57
1.64 1.63 0.12
-0.68 -1.33 -0.38
-0.62 -0.03 -0.07
-0.64 -0.32 0.06
-0.14 -0.23 -0.61
0.07 0.51 1.11
-0.53 2.67 -0.77
-0.78 -0.60 0.36
1.16 -0.37 -1.20
-0.53 -1.74 1.60
-0.17 1.53 -1.41
0.00 0.78 0.79
-0.44 0.52 0.00
0.60 0.65 0.15
-0.10 0.00 -0.17
0.03 0.08 0.32
0.44 0.38 0.26
-0.39 0.37 0.57
-0.60 -0.72 -0.29
0.59 -0.32 0.06
-0.18 -0.04 0.04
-0.33 0.43 0.41
-0.15 -0.68 0.31
-0.32 0.02 0.26
0.13 -1.01 -0.05
0.43 0.28 -0.90
-0.04 0.46 0.08
0.44 0.35 0.55
-0.13 -0.03 0.57
-0.66 -0.18 -0.66
0.73 -0.99 -0.24
-0.19 0.32 -1.35
-0.30 -0.12 1.01
-0.11 0.28 0.80
0.13 0.47 -0.01
-0.01 0.30 -0.23
-0.49 -0.16 0.08
0.06 -0.39 -0.33
0.36 0.16 0.31
-0.05 -0.01 -0.06
-0.26 -0.36 0.04
0.02 0.45 0.03
-0.15 0.41 0.30
0.94 -0.70 -1.28
-1.19 0.66 0.31
-1.12 0.05 -1.63
-0.30 -0.35 -0.20
0.41 0.23 0.19
-0.02 0.09 0.36
0.02 -0.16 0.07
0.47 -0.12 -0.15
0.17 0.17 0.25
0.12 -0.48 0.31
1.05 0.16 0.56
0.02 0.12 0.62
-0.04 -0.26 0.28
-0.10 0.05 0.28
0.41 -0.05 0.11
-0.61 0.21 -0.52
1.24 0.07 0.79
-0.67 -0.82 0.79
-0.47 0.17 -0.69
-0.91 -0.61 0.19
0.84 0.44 -0.23
-0.35 -0.11 0.26
0.03 0.59 -1.18
0.17 0.09 0.08
0.30 0.10 0.41
-0.17 0.60 -0.79
0.87 -0.11 1.14
-0.23 -0.17 0.12
0.60 -0.47 -0.72
-0.13 -0.02 -0.35
-0.29 0.11 0.27
-0.61 -0.14 0.23